(1)
The following is a quantum chemistry calculation of a cluster of 14 separate species, C24H76N2O14 in total in a non-equilibrium geometry, from OMol25.

Structure (XYZ):
```
116
Properties=species:S:1:pos:R:3:forces:R:3:mulliken_charge:R:1
O -0.843 3.694 0.102 -2.2 -0.5 -0.8 0.301
O -2.945 -1.193 5.205 -0.8 0.7 1.4 -0.551
O 0.513 0.179 -3.648 0.8 -1.7 -0.4 -0.268
O -0.116 -3.500 0.831 -0.6 -0.4 -0.6 -0.416
O 1.609 -4.386 4.107 -0.7 -0.6 0.8 -0.464
O 0.177 -0.661 0.789 -0.2 -2.3 0.8 2.104
O -0.930 2.142 -2.449 -1.2 -0.4 -2.3 0.189
O 4.294 -2.126 -0.268 2.1 -0.1 2.3 -0.628
O -2.770 -3.437 -3.658 -3.0 1.6 0.2 -0.590
O -4.045 -2.461 0.026 -0.2 -2.0 0.7 -0.753
O 0.859 1.098 2.810 0.1 5.1 -1.0 -0.568
O 3.142 3.465 -2.577 3.0 2.0 -1.8 -0.562
O 3.294 0.713 0.922 -1.5 -0.6 -1.6 -0.257
O -3.282 2.105 3.902 -0.7 -0.1 0.4 -0.498
N 0.242 3.386 2.925 -3.6 1.5 3.4 -0.230
N 1.770 2.746 1.536 4.2 0.9 -4.3 0.066
C 0.229 5.574 -0.759 0.6 -1.4 0.2 -1.011
C -2.316 -2.195 4.411 -1.7 0.3 -0.9 -0.812
C 2.661 -1.603 -1.927 1.7 -0.5 -0.2 -0.563
C 4.104 0.967 2.001 0.8 -2.1 1.2 -0.020
C 0.984 2.385 2.456 -2.5 -6.5 3.4 -0.024
C -3.516 2.319 2.512 1.8 2.0 -0.5 -0.878
C -1.955 -3.955 -2.651 1.0 -0.9 0.2 -0.685
C -3.194 1.772 -3.221 -0.5 1.7 0.3 -1.122
C 2.984 -2.330 -0.646 -2.3 -0.7 0.4 0.627
C -1.653 -1.405 3.312 1.7 -0.2 -0.4 1.675
C 5.464 0.950 1.457 2.7 1.6 0.7 -1.465
C 0.820 -4.552 0.772 0.6 0.6 -2.0 -0.449
C -2.969 1.300 1.499 -0.4 1.7 0.4 -0.134
C -2.035 2.815 -3.091 -1.3 -0.4 1.5 -0.189
C -0.547 -3.392 -2.751 -1.0 3.0 -1.7 0.247
C -2.818 -1.802 -0.143 -0.4 0.5 -2.0 1.930
C 2.486 2.514 -1.924 -1.2 -4.3 1.7 0.415
C -3.081 -0.771 -1.245 1.8 1.2 -0.3 0.177
C 0.121 -0.027 -0.408 2.2 0.8 -1.3 1.289
C 1.728 -2.055 3.584 -1.1 0.3 -1.1 -0.134
C -1.037 5.119 -0.001 7.0 -2.1 2.9 -0.498
C -0.403 0.399 -5.806 -1.8 -0.4 -1.8 -1.324
C -0.231 -0.553 -4.653 0.8 0.7 0.3 0.316
C 2.472 -3.354 3.832 1.2 2.6 -0.5 -0.656
H -2.351 -3.857 -1.659 -0.3 0.5 0.5 0.198
H 2.327 -1.144 3.393 0.1 -0.7 -0.1 -0.097
H 2.458 2.112 1.052 -1.3 0.4 0.6 0.066
H 1.734 2.029 -2.535 -0.9 0.3 0.1 0.250
H 2.921 -3.570 2.884 1.0 -0.2 -0.8 0.218
H -4.537 2.543 2.284 -1.1 -0.4 0.1 0.455
H -3.036 3.313 2.352 0.1 -0.5 -0.6 0.176
H -2.576 -1.353 0.751 0.5 1.5 2.0 -0.980
H 1.670 -4.181 1.278 1.2 -0.3 1.0 -0.021
H 3.935 2.969 -2.878 -0.6 1.4 -0.2 0.450
H -1.677 -2.935 4.939 -0.2 1.1 0.2 0.334
H -3.165 1.761 0.540 -0.1 0.4 -0.4 0.136
H 2.342 -1.941 0.158 -0.3 0.0 -0.1 -0.255
H 0.278 -1.502 -4.972 0.1 1.1 0.6 0.185
H -0.693 -0.946 3.726 -1.7 0.1 -0.5 -0.369
H -1.265 -2.010 2.497 -0.1 -0.4 -0.1 -0.479
H -0.720 -2.246 -2.727 0.5 -1.6 0.5 -0.623
H 1.849 3.725 1.367 0.3 0.5 -0.3 0.195
H -3.722 -3.377 -3.301 2.3 -0.1 -0.9 0.364
H 3.308 -3.208 4.569 -0.8 -0.3 -0.2 0.343
H 0.225 5.404 -1.840 -0.4 0.6 0.1 0.211
H -3.730 2.858 4.348 0.5 -0.9 -0.3 0.312
H -0.099 3.462 0.648 0.3 0.2 0.2 -0.241
H -2.499 0.165 -0.988 -0.6 -1.0 -0.4 -0.674
H 4.402 -2.467 0.675 -0.1 0.6 -1.9 0.415
H -1.991 -4.988 -2.862 0.6 -1.7 0.2 0.526
H 2.803 -0.533 -1.909 -0.4 0.4 0.5 -0.323
H -1.870 1.202 1.486 -0.7 -0.7 0.6 -0.129
H 0.512 6.506 -0.407 0.2 2.6 -0.3 0.513
H 0.437 -5.464 1.177 -0.4 -0.3 0.5 0.335
H 1.171 5.046 -0.481 -0.9 -0.5 0.3 0.113
H 1.714 -1.883 -2.310 -1.0 0.1 -0.2 -0.159
H 3.730 -0.014 0.435 -0.5 0.3 -0.1 -0.066
H -2.878 0.780 -3.462 0.4 -0.4 -0.6 0.142
H -4.065 2.109 -3.835 1.0 -0.2 0.0 0.407
H 1.005 -2.175 2.707 1.1 0.1 1.2 -0.046
H 5.765 0.130 0.833 -0.2 -1.1 0.2 0.329
H 5.634 1.780 0.750 -0.2 0.2 0.5 0.315
H 2.211 -5.119 4.057 -0.3 -1.2 0.2 0.330
H -0.201 -0.665 -1.199 -0.4 -0.5 -0.5 -0.820
H 1.223 -4.792 -0.271 -0.9 0.3 0.9 0.181
H -0.959 -0.061 -6.671 0.7 0.0 0.6 0.398
H -1.166 -0.878 -4.202 -0.4 0.1 -0.3 0.049
H -0.541 3.187 3.628 1.8 0.0 -1.5 0.264
H 3.922 1.922 2.461 -0.5 0.3 0.2 0.521
H -1.116 1.196 -5.557 0.5 0.2 0.3 0.236
H 1.142 0.352 -0.689 -0.7 -0.1 -0.1 -0.576
H 2.153 2.724 -0.906 -0.4 0.6 -0.3 -0.586
H 0.193 -3.656 -2.012 -0.1 -0.4 0.2 -0.066
H 0.251 0.033 1.429 0.5 0.5 1.6 -1.243
H 1.120 -1.785 4.427 -0.4 0.0 0.6 0.548
H 2.747 -3.431 -0.707 0.3 1.0 -0.3 0.419
H 0.315 -2.672 0.564 -0.2 0.0 0.3 -0.257
H 6.157 1.060 2.318 0.1 -0.1 -0.7 0.368
H -0.991 5.526 1.047 -0.7 0.1 -1.1 0.206
H -3.653 0.472 1.496 0.6 -1.1 0.2 0.552
H 0.517 0.822 -6.218 0.0 -0.1 0.4 0.302
H -0.517 0.795 -0.293 -1.2 1.5 -0.5 0.253
H -4.123 -0.440 -1.386 0.3 -0.6 0.4 0.713
H -3.217 -2.743 4.110 0.6 -0.8 -0.9 0.324
H -3.626 1.681 -2.223 0.1 0.0 0.1 0.270
H 3.962 0.144 2.757 0.1 0.9 -0.3 -0.046
H -1.939 -2.441 -0.311 -0.5 -0.1 -0.5 -0.819
H 3.146 1.646 -1.762 0.1 0.0 0.3 0.236
H 0.031 0.961 -3.360 -0.6 0.1 0.0 0.049
H -2.492 3.663 -2.500 0.8 -0.8 0.0 0.166
H 0.348 4.402 2.759 0.4 -1.4 -0.1 0.205
H -1.824 5.332 -0.551 -4.2 0.8 -2.0 0.541
H -1.676 3.320 -3.961 0.2 -0.3 -1.1 0.439
H -0.673 2.537 -1.653 0.4 1.3 2.1 -0.361
H -3.710 -0.828 4.687 1.4 -0.6 0.7 0.281
H 3.393 -1.894 -2.671 0.2 -0.4 -0.3 0.636
H -0.167 -3.457 -3.802 -0.1 -0.6 0.9 0.407
H -2.359 -0.686 2.840 0.7 -0.3 0.8 -0.451
H -2.684 -1.088 -2.238 -0.4 0.0 0.7 -0.220
H -3.846 -3.165 0.675 -0.6 0.3 -0.4 0.436
```
Forces are in eV/Å.

Properties
**Energy above the lowest of the compared OMol25 structures with the same formula, charge and spin**: 147.3 kJ/mol
**Gap between HOMO and LUMO**: 9.246 eV
**LUMO level**: 0.12 eV
**E_HOMO**: -9.1 eV

(2)
The following is a quantum chemistry calculation of an isolated molecule of C5H7NO, from OMol25.

Structure (XYZ):
```
14
Properties=species:S:1:pos:R:3:forces:R:3:mulliken_charge:R:1
O 0.073 2.560 1.671 -0.1 -0.3 -0.2 -0.627
N -1.316 1.225 0.395 0.1 0.1 0.1 -0.011
C 0.596 -1.708 -0.902 0.0 0.0 0.0 -1.174
C 0.873 0.504 0.552 0.1 0.0 0.0 -0.195
C -0.120 1.585 0.977 0.0 0.1 0.1 0.095
C -1.193 0.025 -0.331 0.1 -0.2 -0.1 -0.629
C 0.053 -0.455 -0.277 -0.2 0.1 0.0 0.514
H 1.676 -1.784 -0.739 -0.2 0.0 0.0 0.317
H 1.324 0.044 1.439 -0.1 0.1 -0.1 0.284
H -2.161 1.754 0.530 0.1 -0.1 0.0 0.199
H 0.139 -2.607 -0.473 0.1 0.1 0.0 0.270
H 1.689 0.968 -0.017 -0.1 -0.1 0.1 0.268
H 0.426 -1.734 -1.983 0.0 0.0 0.1 0.294
H -2.060 -0.378 -0.842 0.1 0.0 0.1 0.395
```
Forces are in eV/Å.

Properties
**Energy above the lowest of the compared OMol25 structures with the same formula, charge and spin**: 7.6 kJ/mol
**Gap between HOMO and LUMO**: 9.200 eV
**LUMO level**: 0.85 eV
**E_HOMO**: -8.4 eV
**SMILES**: CC1=CNC(=O)C1

(3)
The following is a quantum chemistry calculation of the ion C5H6ClN2O with charge +1 in a non-equilibrium geometry, from OMol25.

Structure (XYZ):
```
15
Properties=species:S:1:pos:R:3:forces:R:3:mulliken_charge:R:1
Cl 2.800 0.723 -2.246 -0.7 0.2 0.2 -0.126
O -0.679 -2.089 -1.098 0.1 -0.4 -0.8 -0.307
N 0.111 0.469 -2.272 -0.1 -0.2 -2.0 -0.557
N -0.513 -1.225 -0.377 -0.6 -2.2 -2.0 0.511
C -1.271 -0.970 1.786 2.5 1.2 3.3 -1.323
C -0.521 -0.497 0.583 1.2 2.8 2.7 1.282
C 0.272 0.761 0.685 0.0 1.3 0.7 -0.550
C 1.020 1.326 -0.257 0.2 0.7 0.2 -0.342
C 1.141 0.795 -1.638 1.0 0.3 -0.4 0.443
H 1.497 2.310 0.035 -0.3 -1.4 -0.8 0.368
H 0.224 0.254 -3.332 0.1 0.2 2.4 0.284
H -2.174 -1.405 1.657 -3.3 -0.5 -1.2 0.446
H -0.837 -1.803 2.410 0.8 1.0 -0.9 0.334
H 0.216 1.396 1.615 -0.4 -1.5 -0.8 0.211
H -1.286 -0.044 2.448 -0.4 -1.4 -0.7 0.327
```
Forces are in eV/Å.

Properties
**Energy above the lowest of the compared OMol25 structures with the same formula, charge and spin**: 603.9 kJ/mol
**Total charge**: +1
**Gap between HOMO and LUMO**: 7.681 eV
**LUMO level**: -6.96 eV
**E_HOMO**: -14.6 eV
**SMILES**: [H]/N=C(Cl)/C=C\C(C)=[N+]=O

(4)
The following is a quantum chemistry calculation of an isolated molecule of C18H29NO4, from OMol25.

Structure (XYZ):
```
52
Properties=species:S:1:pos:R:3:forces:R:3:mulliken_charge:R:1
O 2.537 -3.001 0.355 0.0 -0.1 0.0 -0.631
O -0.305 -0.318 -1.360 -0.1 -0.2 -0.1 -0.921
O 1.133 -1.526 1.284 -0.1 0.2 0.0 -0.166
O 2.411 2.051 1.672 0.1 0.0 0.2 -0.727
N -1.287 1.760 -0.255 0.1 -0.4 -0.2 -0.148
C 4.390 -1.246 -1.302 -0.1 0.1 0.2 -1.966
C 3.132 0.677 -2.253 -0.1 -0.1 0.1 -1.820
C 0.950 1.086 0.082 -0.2 0.2 -0.1 0.092
C 0.746 -0.061 -0.763 0.1 0.1 0.0 0.945
C 1.915 -1.974 0.297 0.0 -0.2 -0.2 -0.061
C -5.063 -0.419 -0.468 0.3 -0.1 0.4 -0.792
C -3.921 0.397 0.131 -0.2 0.1 -0.4 -0.279
C -5.303 -1.717 0.299 -0.2 0.1 -0.3 -0.296
C 3.230 -0.280 -1.060 0.2 0.0 0.0 1.394
C -6.440 -2.531 -0.307 0.2 0.0 0.2 -1.288
C 2.238 1.284 0.737 0.0 -0.1 -0.1 0.135
C -0.118 1.980 0.318 0.1 -0.1 -0.1 0.347
C -3.675 1.685 -0.654 0.2 -0.1 0.4 -1.113
C 1.898 -1.039 -0.902 0.0 -0.1 -0.1 0.510
C 3.440 0.498 0.234 0.1 0.0 0.0 -1.186
C 1.073 -2.306 2.470 0.1 -0.4 0.2 -0.867
C -2.513 2.496 -0.084 -0.4 0.5 -0.1 -0.838
C 0.022 3.189 1.179 0.0 0.2 0.0 -1.670
H -1.308 0.923 -0.859 0.1 0.2 0.2 0.398
H -7.367 -1.961 -0.294 -0.1 0.0 0.0 0.322
H -4.827 -0.656 -1.508 0.0 0.0 -0.1 0.362
H 3.725 -0.189 1.038 0.0 0.0 0.1 0.326
H 1.718 -1.665 -1.783 0.0 0.1 0.1 0.931
H -6.213 -2.790 -1.339 0.0 -0.1 -0.1 0.320
H -4.158 0.645 1.169 0.1 0.0 0.1 0.240
H 2.890 0.129 -3.161 0.0 -0.1 -0.1 0.441
H 0.105 -2.109 2.925 0.1 0.0 0.0 0.256
H -2.690 2.693 0.979 0.0 0.0 -0.1 0.485
H -3.014 -0.210 0.133 0.0 0.0 0.1 0.206
H 4.441 -2.004 -0.525 0.1 0.0 0.0 0.376
H -6.593 -3.450 0.252 -0.1 -0.1 0.0 0.384
H 1.182 -3.365 2.232 0.0 0.1 0.1 0.348
H 4.085 1.180 -2.400 0.1 0.1 0.0 0.468
H -5.539 -1.484 1.340 0.1 0.0 0.1 0.331
H 1.873 -2.004 3.149 0.0 0.0 0.0 0.311
H 5.330 -0.700 -1.317 0.1 0.1 0.0 0.446
H 1.024 3.601 1.104 -0.1 0.0 0.0 0.465
H -0.710 3.946 0.913 -0.1 0.0 0.0 0.481
H -3.461 1.440 -1.696 0.0 0.0 -0.1 0.362
H 4.262 1.210 0.131 0.0 0.0 0.1 0.574
H -5.979 0.178 -0.465 -0.1 0.0 -0.1 0.314
H -2.451 3.461 -0.606 0.0 -0.1 0.1 0.396
H -4.387 -2.312 0.291 0.1 0.0 0.1 0.299
H 2.367 1.432 -2.094 0.0 0.1 -0.1 0.341
H 4.268 -1.750 -2.258 0.0 -0.1 -0.1 0.425
H -0.117 2.907 2.222 0.0 0.0 0.1 0.296
H -4.576 2.302 -0.633 0.0 0.0 -0.1 0.441
```
Forces are in eV/Å.

Properties
**Energy above the lowest of the compared OMol25 structures with the same formula, charge and spin**: 27.0 kJ/mol
**Gap between HOMO and LUMO**: 9.160 eV
**LUMO level**: 0.69 eV
**E_HOMO**: -8.5 eV
**SMILES**: CCCCCCN/C(C)=C1/C(=O)CC(C)(C)[C@@H](C(=O)OC)C1=O